[1]
The following is a DFT calculation (ωB97M-V/def2-TZVPD) of a 28-piece molecular cluster, C8H69ClO30 overall.

```
108
Properties=species:S:1:pos:R:3:mulliken_charge:R:1
C -0.04 -1.65 2.55 -0.624
C 1.54 -1.69 2.30 0.294
O 2.14 -0.80 3.31 -0.527
C 2.02 -1.13 0.88 -0.623
C 1.07 -1.51 -0.35 0.373
C 1.95 -1.99 -1.58 -0.994
C 1.14 -2.92 -2.65 -0.317
C 1.60 -4.46 -2.61 -0.203
Cl 0.29 -5.44 -1.71 -0.322
O 0.14 -0.41 -0.57 0.127
C 0.19 0.16 -1.85 0.005
O -0.87 0.08 -2.54 -0.535
H -0.23 -1.02 3.50 0.141
H -0.64 -1.16 1.72 0.098
H -0.41 -2.71 2.77 0.161
H 1.91 -2.77 2.52 0.145
H 3.08 -1.05 3.46 0.299
H 2.16 0.00 0.96 0.108
H 3.07 -1.57 0.69 0.284
H 0.44 -2.42 -0.01 0.002
H 2.75 -2.70 -1.14 0.482
H 2.56 -1.17 -2.10 0.385
H 0.03 -2.78 -2.45 0.407
H 1.37 -2.51 -3.70 0.111
H 2.65 -4.64 -2.21 0.351
H 1.56 -4.84 -3.70 0.205
H 1.08 0.66 -2.34 0.303
O -0.84 0.79 4.41 -0.493
H -0.94 1.37 5.17 0.269
H -1.18 1.32 3.67 0.225
O -3.03 -2.18 3.04 -0.569
H -2.96 -1.38 3.57 0.269
H -3.98 -2.35 3.01 0.278
O 4.13 1.71 0.92 -0.589
H 4.04 2.30 1.67 0.269
H 3.79 2.23 0.17 0.286
O -4.90 -2.37 5.19 -0.571
H -5.35 -3.22 5.20 0.303
H -4.47 -2.32 6.05 0.281
O -3.54 0.75 1.89 -0.503
H -3.86 -0.15 1.77 0.234
H -3.43 1.07 0.98 0.343
O -2.51 2.25 -0.68 -0.738
H -1.63 1.92 -0.47 0.310
H -2.43 2.57 -1.59 0.332
O -2.93 3.63 1.98 -0.608
H -2.85 3.13 1.16 0.310
H -3.87 3.59 2.19 0.301
O 2.69 -5.19 0.58 -0.558
H 2.73 -5.64 1.44 0.277
H 1.80 -5.37 0.27 0.262
O -3.10 -1.37 -0.78 -0.716
H -2.22 -1.02 -0.96 0.364
H -3.03 -1.77 0.09 0.321
O -4.70 -5.29 6.24 -0.610
H -3.89 -5.79 6.11 0.317
H -5.26 -5.87 6.77 0.291
O 3.83 4.59 -0.25 -0.608
H 3.74 5.18 0.51 0.357
H 3.49 5.10 -0.99 0.300
O 2.98 -3.35 -5.10 -0.553
H 2.33 -3.59 -5.78 0.236
H 3.45 -2.60 -5.49 0.310
O -1.84 5.09 -1.72 -0.643
H -2.55 5.69 -2.00 0.301
H -2.05 4.89 -0.80 0.342
O 3.62 5.71 2.53 -0.671
H 3.18 4.84 2.55 0.313
H 4.06 5.76 3.39 0.315
O 0.60 -2.89 -6.86 -0.604
H -0.25 -3.27 -7.10 0.282
H 0.41 -1.95 -6.73 0.305
O 1.65 -0.68 6.25 -0.659
H 1.33 -1.58 6.14 0.297
H 1.76 -0.36 5.34 0.412
O 1.87 2.70 6.59 -0.631
H 1.43 1.85 6.61 0.286
H 2.32 2.76 7.45 0.303
O -4.81 6.47 -2.07 -0.615
H -5.66 6.10 -2.33 0.309
H -4.98 7.41 -1.95 0.313
O -1.44 1.27 7.34 -0.623
H -0.62 0.77 7.20 0.316
H -1.99 0.68 7.87 0.301
O 2.20 7.05 -0.78 -0.617
H 2.26 7.85 -0.25 0.310
H 1.25 6.86 -0.81 0.315
O -6.02 9.60 -1.88 -0.616
H -6.11 10.19 -1.12 0.310
H -6.34 10.12 -2.62 0.309
O 3.61 -1.13 -6.99 -0.736
H 2.76 -1.51 -7.24 0.326
H 3.42 -0.19 -6.87 0.348
O -3.06 -8.09 6.02 -0.613
H -2.25 -8.60 5.89 0.311
H -3.62 -8.68 6.55 0.310
O -7.24 5.51 -0.42 -0.624
H -6.60 4.82 -0.63 0.310
H -6.94 5.87 0.42 0.314
O 5.27 -0.19 -9.64 -0.654
H 5.56 -1.04 -9.99 0.334
H 4.64 -0.43 -8.94 0.323
O 8.26 0.29 -10.06 -0.636
H 8.34 1.09 -9.54 0.308
H 7.31 0.11 -10.08 0.348
O 0.51 -6.96 -4.83 -0.629
H 0.60 -6.75 -3.89 0.320
H 1.38 -7.28 -5.09 0.314
```

Calculated values
HOMO-LUMO gap: 9.625 eV

[2]
The following is a DFT calculation (ωB97M-V/def2-TZVPD) of C8H6AlBiCl2N2O3 as an isolated structure.

```
23
Properties=species:S:1:pos:R:3:mulliken_charge:R:1
Bi 0.56 -0.50 -4.53 1.201
Al 0.70 -0.17 -1.05 0.470
Cl -0.88 0.93 -2.07 -0.225
Cl 2.66 0.58 -1.29 -0.088
C 0.96 -2.35 -1.00 0.405
C -1.54 -0.42 -5.36 0.269
C 1.41 -1.94 -6.15 0.268
O 1.18 -3.39 -0.57 0.023
O -2.56 0.10 -5.54 0.069
O 2.14 -2.13 -7.03 0.074
N -0.88 1.75 4.36 -0.179
C -0.55 1.00 3.28 1.205
C -1.54 0.51 2.40 -0.670
C -1.14 -0.03 1.20 -0.309
N 0.17 -0.06 0.82 0.008
C 1.13 0.15 1.79 -0.350
C 0.81 0.76 2.99 -0.667
H -1.84 1.94 4.57 0.293
H -0.15 2.11 4.96 0.295
H -2.60 0.61 2.62 0.414
H -1.84 -0.42 0.46 0.557
H 2.16 -0.13 1.52 0.548
H 1.63 1.09 3.63 0.390
```

Calculated values
HOMO-LUMO gap (alpha / beta): 6.777 / 6.755 eV
total charge: +4
energy relative to the best compared isomer or geometry (same formula, charge and spin): 0.00 kcal per mole

[3]
The following is a DFT calculation (ωB97M-V/def2-TZVPD) of C8H6ClO2S3 as an isolated structure.

```
20
Properties=species:S:1:pos:R:3:mulliken_charge:R:1
C -0.37 -1.31 1.36 0.162
S -1.73 -0.38 0.93 -0.304
S 1.27 -1.18 1.07 -0.433
Cl -0.96 -2.67 3.66 -0.205
C -0.35 -2.54 2.02 -0.367
S -1.08 -3.74 0.42 1.105
C -0.16 -5.28 0.35 0.228
C 0.91 -5.38 -0.53 -0.437
C 1.51 -6.62 -0.68 -0.451
C 1.02 -7.73 0.02 -0.378
C -0.08 -7.60 0.88 -0.454
C -0.69 -6.36 1.04 -0.407
O -2.36 -3.94 1.01 -0.637
O -0.88 -3.16 -0.89 -0.589
H 0.48 -3.22 1.88 0.310
H 1.24 -4.50 -1.08 0.390
H 2.37 -6.72 -1.35 0.348
H 1.49 -8.70 -0.10 0.356
H -0.47 -8.45 1.42 0.342
H -1.56 -6.20 1.68 0.422
```

Calculated values
HOMO-LUMO gap: 6.540 eV
total charge: -1
energy relative to the best compared isomer or geometry (same formula, charge and spin): 0.00 kcal per mole

[4]
The following is a DFT calculation (ωB97M-V/def2-TZVPD) of a 2-piece molecular cluster, C8H6F4O overall.

```
19
Properties=species:S:1:pos:R:3:mulliken_charge:R:1
C 2.66 -1.30 0.32 -0.476
C 2.50 -0.01 -0.30 -0.446
C 1.52 -1.95 0.84 -0.549
C 1.20 0.43 -0.63 -0.534
C 0.28 -1.38 0.65 -0.131
C 0.09 -0.25 -0.08 0.584
C -1.13 0.43 -0.25 0.102
C -2.58 -0.17 -0.54 0.908
O -1.14 1.64 -0.26 -0.490
F -1.89 4.23 0.50 -0.412
F -3.37 0.89 -0.63 -0.239
F -2.76 -0.88 -1.70 -0.278
F -3.09 -0.91 0.45 -0.246
H 3.68 -1.46 0.62 0.358
H 3.42 0.42 -0.77 0.310
H 1.42 -2.80 1.40 0.435
H 1.08 1.39 -1.09 0.394
H -0.60 -1.89 1.18 0.267
H -1.29 3.56 0.28 0.442
```

Calculated values
SMILES: O=C(c1ccccc1)C(F)(F)F.F
HOMO-LUMO gap: 9.409 eV
energy relative to the best compared isomer or geometry (same formula, charge and spin): 2.70 kcal per mole

[5]
The following is a DFT calculation (ωB97M-V/def2-TZVPD) of a 2-piece molecular cluster, C8H6F4O overall.

```
19
Properties=species:S:1:pos:R:3:mulliken_charge:R:1
C 0.55 2.56 -1.27 -0.664
C 1.55 1.56 -1.38 -0.320
C -0.61 2.19 -0.60 -0.406
C 1.32 0.26 -1.00 -0.518
C -0.93 0.90 -0.22 -0.634
C 0.09 -0.17 -0.31 0.831
C 0.02 -1.47 0.29 0.016
C -1.19 -2.23 0.75 0.679
O 0.85 -1.21 2.55 -0.471
F 1.10 -2.18 -0.01 -0.268
F -1.88 -2.87 -0.25 -0.283
F -0.96 -3.15 1.68 -0.192
F -2.12 -1.41 1.31 -0.241
H 0.70 3.53 -1.40 0.492
H 2.49 1.75 -1.84 0.368
H -1.31 2.98 -0.49 0.351
H 2.14 -0.43 -1.06 0.381
H -1.74 0.72 0.34 0.576
H -0.07 -1.33 2.90 0.304
```

Calculated values
HOMO-LUMO gap (alpha / beta): 6.968 / 8.466 eV
energy relative to the best compared isomer or geometry (same formula, charge and spin): 75.90 kcal per mole

[6]
The following is a DFT calculation (ωB97M-V/def2-TZVPD) of C8H6FI2OP as an isolated structure.

```
19
Properties=species:S:1:pos:R:3:mulliken_charge:R:1
C -0.63 1.94 -1.18 -1.004
C 0.41 1.17 -0.57 -0.444
C -1.91 1.38 -1.13 -0.358
C -1.02 -0.65 -0.07 0.536
C 0.25 -0.09 -0.08 0.786
C -2.10 0.09 -0.58 0.000
C -1.22 -2.06 0.25 -0.312
C 1.42 -0.72 0.56 -0.041
O -0.29 -2.87 0.38 -0.447
F 1.22 -1.34 1.71 -0.250
P 2.95 0.87 1.22 0.020
I -3.99 -0.66 -0.56 0.140
I 2.46 -1.89 -0.83 0.160
H -0.64 3.00 -1.27 0.366
H 1.49 1.58 -0.72 0.171
H -2.69 1.99 -1.56 0.355
H -2.24 -2.40 0.12 0.176
H 2.62 0.78 2.75 0.078
H 3.93 -0.13 1.55 0.067
```

Calculated values
HOMO-LUMO gap: 8.105 eV
energy relative to the best compared isomer or geometry (same formula, charge and spin): 0.00 kcal per mole

[7]
The following is a DFT calculation (ωB97M-V/def2-TZVPD) of an isolated ion of composition C8H6FO4P and charge -2.

```
20
Properties=species:S:1:pos:R:3:mulliken_charge:R:1
C 0.30 -0.60 -2.70 -0.329
C 1.36 -0.79 -1.86 -0.382
C -1.01 -0.45 -2.21 -0.465
C 1.09 -0.84 -0.48 -0.668
C -1.30 -0.46 -0.88 -0.303
C -0.23 -0.37 0.02 0.654
C 0.60 -0.44 2.39 -0.023
C -0.37 -0.10 1.43 0.469
O -1.72 2.21 0.94 -0.718
O -0.34 2.24 3.09 -0.780
O 0.41 -1.03 3.43 -0.645
O 0.83 2.38 0.78 -0.738
F -1.67 -0.40 1.90 -0.405
P -0.40 2.05 1.57 0.912
H 0.57 -0.47 -3.76 0.224
H 2.38 -0.81 -2.28 0.317
H -1.81 -0.48 -2.84 0.429
H 2.02 -0.70 0.07 0.086
H -2.36 -0.51 -0.54 0.238
H 1.64 -0.42 1.93 0.127
```

Calculated values
SMILES: O=C[C@](F)(c1ccccc1)P(=O)([O-])[O-]
HOMO-LUMO gap: 6.181 eV
total charge: -2
energy relative to the best compared isomer or geometry (same formula, charge and spin): 0.00 kcal per mole

[8]
The following is a DFT calculation (ωB97M-V/def2-TZVPD) of C8H6I2N9S4SeTi as an isolated structure.

```
31
Properties=species:S:1:pos:R:3:mulliken_charge:R:1
Ti -0.53 -0.90 2.37 0.630
N 2.30 0.86 0.82 -0.042
C 1.69 1.34 1.93 0.336
N 2.09 2.48 2.48 -0.570
N 1.21 2.62 3.52 -0.595
N 0.40 1.65 3.55 -0.319
N 0.66 0.76 2.58 0.623
C 1.98 -0.39 0.36 0.164
N 2.64 -1.01 -0.55 -0.564
N 1.96 -2.22 -0.65 -0.626
N 0.98 -2.29 0.18 -0.271
N 0.97 -1.13 0.92 0.502
H 3.12 1.33 0.46 0.235
S -2.13 -0.14 3.79 -0.147
S -1.13 -1.72 4.64 -0.100
S -1.72 -3.50 3.77 -0.080
S -0.42 -3.28 2.21 -0.137
I -2.28 4.40 -3.41 0.165
I -3.29 6.10 -4.98 -0.168
Se -2.32 -0.26 0.82 0.030
C -1.41 -0.35 -0.86 -0.026
C -1.35 -1.55 -1.64 -0.084
C -0.72 -1.56 -2.87 -0.601
C -0.03 -0.41 -3.26 -0.246
C 0.03 0.69 -2.45 -0.917
C -0.64 0.71 -1.24 -0.190
H -1.84 -2.45 -1.30 0.376
H -0.65 -2.43 -3.53 0.344
H 0.46 -0.39 -4.23 0.337
H 0.58 1.50 -2.87 0.507
H -0.62 1.55 -0.56 0.436
```

Calculated values
HOMO-LUMO gap: 5.900 eV
total charge: -1
energy relative to the best compared isomer or geometry (same formula, charge and spin): 3.49 kcal per mole

[9]
The following is a DFT calculation (ωB97M-V/def2-TZVPD) of C8H6InN2O4S as an isolated structure.

```
22
Properties=species:S:1:pos:R:3:mulliken_charge:R:1
O 3.32 -0.24 1.42 -0.065
C 2.71 -0.06 0.47 0.025
In 1.73 0.21 -1.03 1.962
O 3.11 -2.06 -2.34 -0.010
C 2.57 -1.18 -1.83 0.303
C 2.41 1.88 -1.17 -0.159
O 2.84 2.94 -1.25 -0.012
C 0.76 0.48 -2.53 0.054
O 0.14 0.65 -3.48 -0.098
C -0.50 -0.28 2.51 -0.638
N -1.29 -0.25 1.28 0.194
C -2.37 -1.01 1.01 0.032
C -2.83 -0.67 -0.25 -0.550
N -2.04 0.30 -0.75 0.073
C -1.11 0.54 0.19 -0.050
S 0.05 1.66 0.04 -0.171
H 0.55 -0.55 2.27 0.194
H -0.52 0.72 2.99 0.364
H -0.91 -1.03 3.22 0.339
H -2.79 -1.75 1.67 0.462
H -3.69 -1.09 -0.76 0.445
H -2.14 0.77 -1.68 0.307
```

Calculated values
HOMO-LUMO gap (alpha / beta): 5.494 / 5.491 eV
total charge: +3

[10]
The following is a DFT calculation (ωB97M-V/def2-TZVPD) of one molecule with the formula C8H6N2O.

```
17
Properties=species:S:1:pos:R:3:mulliken_charge:R:1
C -0.22 3.12 0.81 -0.092
C 0.56 3.35 -0.11 -0.483
C -0.97 2.05 1.28 -0.018
C -0.52 -1.53 0.34 -0.632
C 0.45 -1.32 -0.63 0.592
C 0.04 0.94 -0.57 0.151
C -1.23 -0.43 1.03 0.255
C 1.30 -2.44 -1.23 -1.181
N 0.53 -0.08 -1.13 -0.415
N -0.69 0.86 0.58 0.121
O -1.94 -0.58 2.03 -0.587
H 1.01 4.02 -0.80 0.374
H -1.94 2.22 1.85 0.333
H -0.74 -2.42 0.70 0.565
H 0.54 -3.26 -1.33 0.318
H 2.12 -2.56 -0.69 0.347
H 1.70 -1.96 -2.14 0.352
```

Calculated values
HOMO-LUMO gap (alpha / beta): 6.797 / 7.843 eV
energy relative to the best compared isomer or geometry (same formula, charge and spin): 164.94 kcal per mole

Results for largest force on an atom: 4.7 7.4 5.0 3.6 5.6 4.2 3.9 2.3 18.3 5.4 (in eV/Å, following the order of the records).